Computed, not measured: a molecular structure, C29H37BCoF6N3O6S2, with ωB97M-V/def2-TZVPD.

Each line ends with the Löwdin charge.
Geometry (Å):
C -1.564 0.186 4.052  -0.04
C -1.904 -4.419 1.964  -0.06
H 2.413 -2.884 -0.585  0.12
O -2.447 0.516 0.292  -0.31
H 4.532 1.329 -4.336  0.10
C -0.603 0.010 3.068  -0.13
F -3.404 5.346 -0.605  0.11
C -1.839 -1.921 2.261  -0.13
O -4.284 1.142 1.781  -0.25
H -1.278 -2.978 0.508  0.12
C -0.692 -1.021 -2.849  -0.05
H 5.275 1.059 -2.006  0.11
H 0.654 1.621 5.074  0.07
H -0.902 -0.103 -2.293  0.04
H 0.934 -3.134 1.656  0.12
C 1.804 -0.275 -3.093  -0.11
O 0.365 3.709 -2.846  -0.02
H -0.557 2.807 3.211  0.09
C -3.402 -2.955 0.588  -0.05
H 0.023 -2.579 -4.904  0.07
H -4.227 -3.159 1.266  0.08
C 0.124 2.337 2.506  -0.04
F -4.362 0.179 -1.873  0.13
C 2.225 -0.411 -1.766  -0.10
C 0.546 -0.847 -3.722  -0.35
O -4.112 3.175 -2.449  -0.25
B 0.426 -0.283 0.022  -0.37
H -1.474 1.010 4.741  0.11
H 2.322 0.497 -5.008  0.11
O 0.813 2.857 -0.825  -0.14
N -3.630 2.716 -0.030  -0.28
S -3.074 2.950 -1.496  0.62
H -2.662 -4.555 2.732  0.07
C 1.701 -2.195 -0.169  -0.08
C -2.772 -1.713 3.264  -0.04
C 2.654 0.372 -3.988  -0.04
H -1.546 -1.232 -3.491  0.09
H 5.943 -0.816 -0.477  0.07
C 1.277 1.089 4.357  -0.06
C 3.973 -0.064 0.057  -0.36
H 4.583 1.209 1.695  0.07
H 3.146 -0.417 0.675  0.11
H -0.399 2.229 1.539  0.04
O -2.042 2.028 -1.882  -0.31
F -2.039 5.348 -2.251  0.15
F -5.474 -0.674 -0.248  0.12
H 1.199 -2.913 -3.627  0.08
C 0.572 0.959 3.002  -0.36
H 5.342 1.627 0.163  0.07
F -1.391 4.674 -0.297  0.14
Co -0.540 1.425 -0.459  0.56
C 0.950 -2.330 0.943  -0.07
N 0.184 -1.191 1.112  0.04
C 5.100 -1.100 0.149  -0.06
H 1.501 0.107 4.767  0.08
S -3.672 1.248 0.497  0.60
H 5.447 -1.190 1.177  0.08
H -3.629 -2.366 3.337  0.11
H 3.641 2.029 0.441  0.08
C -0.749 -1.046 2.155  -0.12
F -5.940 1.307 -0.916  0.13
H -3.386 -0.508 4.921  0.10
H 1.705 -2.074 -5.099  0.07
C -2.045 -3.056 1.282  -0.36
H 1.290 0.564 2.280  0.12
H -0.930 -4.524 2.434  0.07
C 3.487 0.074 -1.372  -0.12
H -2.016 -5.217 1.232  0.08
H -3.525 -1.957 0.186  0.05
C -2.393 4.668 -1.169  -0.66
H 2.210 1.637 4.242  0.07
C -4.928 0.464 -0.700  -0.65
H 2.137 3.887 -1.897  0.12
C 0.895 -2.190 -4.382  -0.06
H 4.747 -2.075 -0.180  0.07
H -3.451 -3.671 -0.230  0.08
C 4.416 1.288 0.622  -0.06
H 0.273 -0.145 -4.518  0.14
C -2.642 -0.667 4.155  -0.07
H 0.988 2.981 2.352  0.09
C 4.307 0.688 -2.305  -0.04
N 1.408 -0.982 -0.764  0.02
C 1.079 3.485 -1.890  -0.57
H -0.581 -1.842 -2.146  0.08
C 3.893 0.844 -3.613  -0.07

Energy = -4546.300687 Eh
Energy above the lowest of the compared OMol25 structures with the same formula, charge and spin = 34.18 kcal/mol
Gap between HOMO and LUMO (spin up / spin down) = 0.290 / 0.288 hartree
Charge = -1
Spin multiplicity = 2
LUMO energy (spin up / spin down) = 2.53 / 2.53 eV